Entry 1:
# Cl2H7NSi3

One molecule with the formula Cl2H7NSi3 (ωB97M-V with the def2-TZVPD basis set, OMol25).

The geometry in ORCA input format:
```
! RIJCOSX wB97M-V def2-TZVPD def2/J DEFGRID3
* xyz 0 1
N 0.2543 1.9459 -0.1962
Si 0.0198 0.3349 0.4615
Si -2.2282 -0.3809 0.3215
Cl -2.1272 -2.4824 0.3127
Si 1.6819 -0.8502 -0.6604
Cl 3.3391 -1.1038 0.5353
H 1.0547 2.1589 -0.6714
H 0.1721 2.6429 0.4501
H 0.4176 -0.0444 1.8783
H -3.3286 -0.0113 1.3056
H -3.0134 0.2039 -0.7623
H 2.3218 -0.2470 -1.8786
H 1.4361 -2.1665 -1.0961
*
```

Summary:
Energy above the lowest of the compared OMol25 structures with the same formula, charge and spin, eV: 0.000
Structure (SMILES): N[SiH]([SiH2]Cl)[SiH2]Cl
LUMO, eV: -0.10
DFT total energy, eV: -50283.22685

---

Entry 2:
# Cl2HNO2S

Cl2HNO2S as an isolated structure (ωB97M-V with the def2-TZVPD basis set, OMol25).

The geometry in ORCA input format:
```
! RIJCOSX wB97M-V def2-TZVPD def2/J DEFGRID3
* xyz 0 1
N 1.8868 0.5841 0.8033
O 2.1747 -1.9083 0.8255
O 3.0551 -0.7494 -1.1513
S 2.3166 -0.7054 0.0647
Cl 2.1759 1.9495 -0.1303
Cl 0.0305 -0.8211 -0.5991
H -0.4468 -1.0428 0.5245
*
```

Summary:
Energy above the lowest of the compared OMol25 structures with the same formula, charge and spin, eV: 1.632
LUMO, eV: -0.07
DFT total energy, eV: -41477.77903

---

Entry 3:
# Cl2HNS

Cl2HNS as an isolated structure (ωB97M-V with the def2-TZVPD basis set, OMol25).

The geometry in ORCA input format:
```
! RIJCOSX wB97M-V def2-TZVPD def2/J DEFGRID3
* xyz 0 1
N 0.8101 1.3065 -2.0425
S -0.2721 1.3393 -0.7548
Cl 2.4875 1.5562 -1.4961
Cl 0.7058 0.0625 -3.2738
H 0.3132 -0.0692 0.0525
*
```

Summary:
Energy above the lowest of the compared OMol25 structures with the same formula, charge and spin, eV: 2.495
LUMO, eV: -0.95
DFT total energy, eV: -37382.66336

---

Entry 4:
# Cl2HNS

A 2-piece molecular cluster, Cl2HNS overall (ωB97M-V with the def2-TZVPD basis set, OMol25).

The geometry in ORCA input format:
```
! RIJCOSX wB97M-V def2-TZVPD def2/J DEFGRID3
* xyz 0 1
N 1.7342 1.2281 -0.4350
S 1.7123 0.2302 0.5872
Cl -2.7566 -0.3517 0.2759
Cl 1.6868 -1.7777 -0.1909
H -2.3768 0.6711 -0.2373
*
```

Summary:
Energy above the lowest of the compared OMol25 structures with the same formula, charge and spin, eV: 0.267
LUMO, eV: -1.51
DFT total energy, eV: -37384.89104